(1)
The following is a quantum chemistry calculation of a cluster of 2 separate species, C3H8N2S3 in total in a non-equilibrium geometry, from the OMol25 dataset.

Each line ends with the natural charge from an NBO analysis.
Element x y z (Å)
C 2.197 1.318 0.102  -0.23
C -2.081 0.743 -0.482  -0.55
C -2.079 -1.999 0.113  -0.79
N 1.111 0.593 0.267  -0.21
N 0.849 -0.679 0.444  -0.64
S -2.426 2.344 -0.429  -0.03
S 3.846 0.731 0.180  0.01
S -2.819 -0.399 0.508  0.41
H 1.920 2.268 -0.137  0.20
H -1.210 0.256 -1.014  0.21
H -2.539 -2.600 -0.724  0.23
H -2.078 -2.664 0.957  0.24
H -1.062 -1.762 -0.001  0.27
H 0.246 1.234 0.127  0.41
H 1.736 -1.060 0.740  0.31
H 4.391 1.677 -0.650  0.16

Cartesian forces (eV/Å) of the 2 atoms listed first:
C -0.26 -2.28 0.57
C 1.48 -0.41 -0.23

Properties
Total energy in eV: -38723.17714
Multiplicity: 1
Largest force on an atom in hartree/bohr: 0.054
Net charge: 0
E_LUMO in eV: -0.2528
HOMO energy in eV: -7.9
Relative energy (zero: lowest compared OMol25 entry of this formula, charge and spin) in kJ/mol: 257.9

(2)
The following is a quantum chemistry calculation of a cluster of 2 separate species, C5H2F8O in total in a non-equilibrium geometry, from the OMol25 dataset.

Each line ends with the natural charge from an NBO analysis.
Element x y z (Å)
C -1.228 -0.843 0.921  -0.36
C -2.272 -0.193 0.391  0.66
C 0.523 0.046 -0.425  0.23
C 0.756 1.459 0.129  0.92
C 1.586 -1.031 -0.041  0.93
O 0.042 -0.196 -1.694  -0.68
F -3.584 -0.488 0.780  -0.34
F -2.250 0.707 -0.549  -0.30
F -0.178 1.740 1.055  -0.31
F 1.925 1.611 0.682  -0.28
F 0.493 2.393 -0.873  -0.34
F 1.060 -2.241 -0.265  -0.31
F 2.702 -0.927 -0.750  -0.31
F 1.911 -0.944 1.246  -0.31
H -1.103 -1.642 1.685  0.24
H -0.383 0.550 -2.293  0.54

Cartesian forces (eV/Å) of the 2 atoms listed first:
C 1.05 1.95 -2.17
C -0.27 -2.74 2.27

Properties
Total energy in eV: -29000.89595
Multiplicity: 1
Largest force on an atom in hartree/bohr: 0.069
Net charge: 0
E_LUMO (alpha / beta) in eV: -0.8331 / -0.8324
HOMO energy (alpha / beta) in eV: -9.9 / -9.9
Relative energy (zero: lowest compared OMol25 entry of this formula, charge and spin) in kJ/mol: 296.7

(3)
The following is a quantum chemistry calculation of a structure of composition C14H32FNO34P2S8 in a non-equilibrium geometry, from the OMol25 dataset.

Each line ends with the Löwdin charge.
Element x y z (Å)
O 4.165 -2.893 5.701  -0.39
P 3.187 -2.968 4.607  0.68
N 2.096 -1.575 4.618  -0.35
P 0.606 -1.977 3.843  0.33
O 0.730 -3.185 3.008  -0.28
O -0.399 -2.268 5.031  -0.13
O 0.016 -0.725 3.093  -0.08
S 2.825 -0.201 3.964  0.55
O 2.415 0.913 4.741  -0.23
O 2.724 -0.131 2.553  -0.25
F 4.328 -0.443 4.284  -0.12
H 3.754 -3.090 3.326  0.05
H 2.317 -4.052 4.786  0.02
H -0.420 -3.225 5.196  0.07
H -0.484 -1.075 2.339  0.12
C 3.181 0.993 -2.869  -0.17
C 1.741 0.806 -2.427  -0.17
O 1.816 -0.154 -1.359  -0.18
S 3.190 0.041 -0.558  0.61
O 2.947 0.822 0.598  -0.24
O 3.843 -1.219 -0.480  -0.22
O 3.936 0.949 -1.650  -0.18
H 3.508 0.170 -3.508  0.14
H 3.353 1.933 -3.383  0.09
H 1.103 0.440 -3.221  0.11
H 1.325 1.732 -2.022  0.14
C 0.939 4.652 -6.546  -0.16
C 1.620 5.191 -5.306  -0.15
O 1.907 4.024 -4.520  -0.18
S 2.212 2.789 -5.490  0.59
O 3.620 2.660 -5.630  -0.21
O 1.386 1.705 -5.104  -0.24
O 1.637 3.431 -6.836  -0.18
H -0.106 4.410 -6.355  0.11
H 1.006 5.335 -7.389  0.14
H 0.992 5.880 -4.747  0.14
H 2.566 5.678 -5.548  0.14
C 0.615 3.099 6.478  -0.17
C 1.956 3.465 7.072  -0.16
O 1.899 4.893 7.227  -0.19
S 0.397 5.336 7.555  0.60
O 0.258 5.500 8.959  -0.23
O 0.024 6.360 6.645  -0.22
O -0.321 3.970 7.136  -0.19
H 0.584 3.306 5.408  0.14
H 0.353 2.059 6.652  0.13
H 2.786 3.182 6.432  0.13
H 2.090 3.020 8.060  0.14
C -3.876 1.772 -4.339  -0.16
C -4.208 1.471 -5.785  -0.16
O -2.965 1.651 -6.478  -0.18
S -1.750 1.234 -5.519  0.61
O -1.371 -0.099 -5.829  -0.21
O -0.812 2.295 -5.493  -0.23
O -2.568 1.216 -4.145  -0.18
H -3.822 2.847 -4.155  0.13
H -4.582 1.322 -3.646  0.14
H -4.967 2.134 -6.189  0.14
H -4.524 0.434 -5.915  0.14
C -4.933 0.141 6.673  -0.16
C -5.363 -0.073 5.237  -0.17
O -4.149 0.024 4.483  -0.19
S -2.927 -0.540 5.362  0.61
O -2.669 -1.885 4.999  -0.22
O -1.901 0.441 5.374  -0.21
O -3.675 -0.534 6.779  -0.18
H -4.774 1.199 6.888  0.14
H -5.642 -0.271 7.387  0.14
H -6.079 0.671 4.899  0.13
H -5.779 -1.072 5.089  0.13
C 0.571 0.006 -9.195  -0.16
C -0.178 -1.296 -9.082  -0.16
O -1.124 -1.267 -10.159  -0.19
S -0.489 -0.464 -11.396  0.61
O 0.054 -1.392 -12.322  -0.22
O -1.412 0.538 -11.794  -0.22
O 0.727 0.224 -10.603  -0.18
H -0.008 0.835 -8.783  0.13
H 1.542 -0.034 -8.709  0.14
H -0.684 -1.398 -8.126  0.12
H 0.487 -2.150 -9.235  0.14
C 0.437 -7.183 3.562  -0.15
C -0.800 -7.913 4.043  -0.16
O -0.858 -7.627 5.449  -0.18
S -0.272 -6.165 5.719  0.59
O -1.348 -5.236 5.803  -0.22
O 0.720 -6.251 6.728  -0.20
O 0.439 -5.958 4.304  -0.22
H 1.347 -7.735 3.806  0.14
H 0.413 -6.977 2.495  0.14
H -0.748 -8.985 3.875  0.14
H -1.704 -7.515 3.577  0.14

Cartesian forces (eV/Å) of the 2 atoms listed first:
O 0.08 0.20 -0.27
P 0.45 -0.85 1.43

Properties
Total energy in eV: -194114.06476
Multiplicity: 1
Largest force on an atom in hartree/bohr: 0.047
Net charge: 0
E_LUMO in eV: -0.1636
HOMO energy in eV: -10.7

(4)
The following is a quantum chemistry calculation of a cluster of 2 separate species, H2N5O in total in a non-equilibrium geometry, from the OMol25 dataset.

Each line ends with the natural charge from an NBO analysis.
Element x y z (Å)
N 1.035 -0.467 -0.764  0.40
N 0.579 0.565 -0.754  -0.16
N 1.149 -1.563 -0.336  -0.30
N -1.247 0.694 0.196  -0.18
N -1.670 0.756 1.212  0.49
O -2.187 0.960 2.212  -0.24
H 1.815 -2.327 -0.329  0.48
H 0.527 1.382 -1.437  0.51

Cartesian forces (eV/Å) of the 2 atoms listed first:
N 1.68 -4.50 1.27
N 1.05 4.55 -2.20

Properties
Total energy in eV: -9516.28479
Multiplicity: 1
Largest force on an atom in hartree/bohr: 0.100
Net charge: +1
E_LUMO in eV: -6.3409
HOMO energy in eV: -15.9
Relative energy (zero: lowest compared OMol25 entry of this formula, charge and spin) in kJ/mol: 268.7

(5)
The following is a quantum chemistry calculation of a structure of composition C11H23ClGaINO2P in a non-equilibrium geometry, from the OMol25 dataset.

Each line ends with the natural charge from an NBO analysis.
Element x y z (Å)
C -0.734 1.830 -1.709  -0.87
I -0.521 -0.624 -2.659  0.32
H -0.470 2.774 -1.210  0.30
H -1.717 1.556 -1.331  0.27
H -0.704 2.043 -2.779  0.26
Ga 0.895 0.946 -0.400  1.39
P 2.165 1.483 -2.512  0.96
C 1.700 1.558 -4.280  -0.94
C 2.812 3.172 -2.209  -0.96
H 3.996 0.282 -1.505  0.27
H 4.429 0.981 -3.110  0.27
H 3.432 -0.511 -3.007  0.27
C 3.653 0.456 -2.533  -0.96
H 3.267 3.241 -1.213  0.27
H 3.554 3.372 -2.994  0.27
H 2.483 2.122 -4.808  0.28
H 0.745 2.071 -4.429  0.25
H 1.995 3.902 -2.293  0.26
H 1.619 0.549 -4.702  0.27
C -3.443 0.255 -2.916  0.45
O -4.125 -0.583 -3.273  -0.44
Cl 2.557 0.974 1.023  -0.43
O -0.627 0.321 0.747  -0.82
C -0.965 -0.364 1.782  0.75
C -2.397 -0.781 1.930  -0.50
C -2.543 -2.309 2.008  -0.39
C -2.311 -2.865 3.417  -0.41
C -0.865 -2.747 3.885  -0.42
C -0.373 -1.312 4.016  -0.24
N -0.077 -0.667 2.715  -0.53
H -2.776 -0.311 2.852  0.26
H -2.969 -0.388 1.080  0.25
H -3.562 -2.583 1.700  0.25
H -1.863 -2.789 1.287  0.21
H -2.981 -2.358 4.126  0.21
H -2.608 -3.922 3.429  0.24
H -0.791 -3.214 4.874  0.25
H -0.181 -3.294 3.227  0.21
H -1.106 -0.707 4.567  0.22
H 0.551 -1.307 4.606  0.24
H 0.857 -0.255 2.601  0.43

Cartesian forces (eV/Å) of the 2 atoms listed first:
C -2.18 -0.95 -1.21
I 0.39 0.76 1.24

Properties
Total energy in eV: -99637.36147
Multiplicity: 1
Largest force on an atom in hartree/bohr: 0.052
Net charge: +2
E_LUMO (alpha / beta) in eV: -10.2207 / -10.3342
HOMO energy (alpha / beta) in eV: -16.3 / -16.4

(6)
The following is a quantum chemistry calculation of a cluster of 4 separate species, C2H12NO3 in total in a non-equilibrium geometry, from the OMol25 dataset.

Each line ends with the natural charge from an NBO analysis.
Element x y z (Å)
C -1.270 1.630 -2.084  -0.48
C 0.436 0.181 -1.139  0.13
N -0.103 1.313 -1.211  -0.43
H -1.895 2.520 -1.856  0.27
H -2.058 0.822 -2.113  0.25
H -1.007 1.678 -3.231  0.26
H 0.060 -0.618 -1.813  0.23
H 1.411 0.009 -0.415  0.27
H 0.207 1.934 -0.376  0.49
H -1.059 2.140 2.257  0.50
H -0.152 0.875 2.103  0.50
O -0.446 1.732 1.672  -0.99
H -0.296 -3.084 0.020  0.48
H 0.455 -2.794 -1.141  0.47
O 0.120 -2.424 -0.408  -0.94
H 1.367 -2.226 1.671  0.48
H 1.363 -2.069 3.218  0.48
O 1.242 -1.713 2.422  -0.96

Cartesian forces (eV/Å) of the 2 atoms listed first:
C -1.45 -0.51 -2.70
C 2.73 -1.98 0.43

Properties
Total energy in eV: -9892.80907
Multiplicity: 1
Largest force on an atom in hartree/bohr: 0.117
Net charge: +1
E_LUMO in eV: -4.2826
HOMO energy in eV: -14.8
Relative energy (zero: lowest compared OMol25 entry of this formula, charge and spin) in kJ/mol: 254.2

Repeat the sixth record exactly.
The following is a quantum chemistry calculation of a cluster of 4 separate species, C2H12NO3 in total in a non-equilibrium geometry, from the OMol25 dataset.

Each line ends with the natural charge from an NBO analysis.
Element x y z (Å)
C -1.270 1.630 -2.084  -0.48
C 0.436 0.181 -1.139  0.13
N -0.103 1.313 -1.211  -0.43
H -1.895 2.520 -1.856  0.27
H -2.058 0.822 -2.113  0.25
H -1.007 1.678 -3.231  0.26
H 0.060 -0.618 -1.813  0.23
H 1.411 0.009 -0.415  0.27
H 0.207 1.934 -0.376  0.49
H -1.059 2.140 2.257  0.50
H -0.152 0.875 2.103  0.50
O -0.446 1.732 1.672  -0.99
H -0.296 -3.084 0.020  0.48
H 0.455 -2.794 -1.141  0.47
O 0.120 -2.424 -0.408  -0.94
H 1.367 -2.226 1.671  0.48
H 1.363 -2.069 3.218  0.48
O 1.242 -1.713 2.422  -0.96

Cartesian forces (eV/Å) of the 2 atoms listed first:
C -1.45 -0.51 -2.70
C 2.73 -1.98 0.43

Properties
Total energy in eV: -9892.80907
Multiplicity: 1
Largest force on an atom in hartree/bohr: 0.117
Net charge: +1
E_LUMO in eV: -4.2826
HOMO energy in eV: -14.8
Relative energy (zero: lowest compared OMol25 entry of this formula, charge and spin) in kJ/mol: 254.2

Q: What is the largest force on an atom in the third record?
A: 0.047 hartree/bohr